(1)
ORCA calculation (ωB97M-V with the def2-TZVPD basis set) on a structure of composition C27H22FMnN7O7S5.

```
70
Properties=species:S:1:pos:R:3:forces:R:3:mulliken_spin:R:1
Mn 1.080206 -0.232528 0.880492 -0.56 0.02 -0.40 1.172
N 3.285126 2.632944 -1.365438 0.13 -0.01 -0.11 0.002
C 3.000234 1.589164 -0.559211 -0.13 -0.07 0.15 0.002
N 1.941012 1.516398 0.178821 0.09 -0.01 -0.12 -0.023
C 0.978998 2.516143 0.093808 0.09 -0.04 0.06 0.009
N -0.108898 2.426358 0.777183 -0.20 0.04 0.05 0.008
N -0.082407 1.251228 1.492937 0.11 -0.09 -0.12 -0.024
C -0.580886 1.231049 2.673868 -0.02 0.12 0.04 -0.030
C -0.152444 0.092440 3.452485 0.05 -0.02 0.04 -0.016
C -0.655964 -0.241098 4.706610 -0.04 0.00 0.05 0.000
C -0.136086 -1.338474 5.359174 -0.03 0.00 0.02 -0.010
C 0.866412 -2.076937 4.741405 -0.01 0.00 0.01 -0.011
C 1.321250 -1.682898 3.499373 -0.02 0.03 -0.07 -0.001
N 0.841655 -0.606419 2.870364 0.14 -0.10 0.06 -0.036
C 1.208132 3.647810 -0.804946 0.00 -0.02 0.01 0.001
C 0.275097 4.667837 -0.987145 0.01 0.00 0.01 -0.003
C 0.528274 5.696651 -1.870552 0.01 0.00 -0.02 0.002
C 1.724100 5.715181 -2.592951 -0.06 0.05 0.01 -0.002
C 2.657256 4.714985 -2.431097 0.07 -0.07 -0.02 0.002
C 2.396360 3.677333 -1.533018 -0.03 0.01 -0.01 -0.001
H 4.085515 2.562200 -1.978306 -0.05 0.02 0.06 0.000
H 3.682112 0.749497 -0.566305 0.02 -0.04 0.04 -0.006
H -1.136595 2.065818 3.090225 0.06 0.01 -0.02 -0.005
H -1.449848 0.353896 5.139408 0.00 0.00 0.00 0.000
H -0.514621 -1.628777 6.331822 0.00 0.01 0.01 -0.001
H 1.290537 -2.953711 5.210082 0.01 0.00 0.00 -0.001
H 2.082078 -2.230935 2.963086 0.01 -0.01 -0.03 -0.006
H -0.645638 4.615839 -0.422623 -0.01 0.01 0.00 0.000
H -0.201455 6.483064 -2.012839 0.00 0.00 0.00 0.000
H 1.921283 6.519316 -3.291419 0.00 0.00 0.00 0.000
H 3.580062 4.706657 -3.000124 -0.03 -0.01 0.02 0.000
S 3.357235 2.283257 3.027986 0.03 -0.04 -0.02 0.002
S 4.758424 1.160255 2.033182 -0.08 0.06 -0.05 0.001
S 4.290161 -0.855706 2.084309 -0.02 -0.03 -0.03 0.004
S 3.069526 -1.470086 0.495635 0.20 -0.02 0.09 -0.024
F 4.132836 -0.516936 -3.306554 -0.07 0.03 0.01 0.000
C 2.949696 0.028855 -3.639098 0.04 -0.02 0.04 0.002
C 1.787522 -0.573256 -3.341377 -0.23 0.02 -0.05 -0.002
N 0.572694 -0.039801 -3.713671 0.12 -0.15 0.12 0.000
C -0.652510 -0.545369 -3.074883 -0.03 -0.10 -0.27 -0.004
C -0.688596 -0.207824 -1.580781 -0.06 -0.04 0.03 -0.001
O -1.782543 -0.043329 -1.060419 -0.22 0.02 0.19 -0.001
O 0.469008 -0.158596 -1.066801 0.41 0.03 0.15 -0.016
C 0.494300 1.168133 -4.363030 -0.01 0.10 0.13 0.001
O -0.542472 1.710712 -4.691076 -0.02 0.03 -0.08 0.000
N 1.717982 1.767662 -4.618154 0.07 0.07 -0.03 0.000
C 2.980999 1.333711 -4.246335 -0.03 0.09 -0.07 -0.001
O 3.965896 2.036016 -4.430968 0.04 0.00 0.02 0.000
H 1.753463 -1.509581 -2.799245 -0.02 0.05 0.03 0.000
H -0.689195 -1.633451 -3.165110 0.02 0.07 0.04 0.000
H -1.498554 -0.091611 -3.578285 0.01 -0.06 -0.02 0.000
H 1.656509 2.698889 -5.008507 0.03 -0.10 0.04 0.000
C -6.475656 -3.778032 1.878515 0.02 0.00 -0.01 0.000
C -5.022454 -3.632387 1.502595 -0.03 -0.01 0.01 0.000
C -4.420169 -2.381758 1.439978 0.04 0.02 -0.01 0.000
C -3.086062 -2.238377 1.075351 -0.02 -0.08 -0.08 0.000
C -2.338287 -3.365005 0.767434 -0.03 0.03 0.04 0.001
C -2.922571 -4.624610 0.832080 -0.02 0.06 0.03 0.000
C -4.254272 -4.753438 1.195088 0.02 0.01 -0.01 0.000
S -0.622795 -3.225773 0.277714 0.13 -0.01 -0.29 0.005
O 0.015936 -4.399010 0.838637 -0.02 0.00 0.02 0.000
O -0.631859 -3.173074 -1.176910 0.00 -0.07 0.07 0.000
O -0.205243 -1.965217 0.897202 0.03 0.16 0.32 0.011
H -6.862544 -2.855049 2.311857 0.00 0.00 0.00 0.000
H -6.620526 -4.579934 2.605727 0.01 0.00 0.00 0.000
H -7.088846 -4.015492 1.005088 0.00 0.00 0.00 0.000
H -5.001886 -1.497138 1.677484 -0.01 0.00 0.00 0.000
H -2.625679 -1.262186 1.004260 0.05 0.04 -0.03 -0.001
H -2.317152 -5.494820 0.614943 0.02 0.00 0.00 0.000
H -4.703165 -5.740646 1.250981 0.00 0.00 0.00 0.000
```
Forces are in eV/Å.

Properties
⟨S²⟩ ... 0.86
2S+1 ... 2
Total charge ... -2
Gap between HOMO and LUMO (spin up / spin down) ... 5.0816 / 5.0878 eV


(2)
ORCA calculation (ωB97M-V with the def2-TZVPD basis set) on a cluster of 2 separate species, C3H7N2O2 in total.

```
14
Properties=species:S:1:pos:R:3:forces:R:3:mulliken_charge:R:1
C 0.375360 1.358343 -0.523058 -0.57 -1.32 -0.07 -0.220
C 0.730244 0.719666 0.629468 -1.22 -0.72 -1.71 -0.174
N 0.306574 1.224198 1.905578 0.55 0.21 0.79 -0.629
N 0.379117 0.694041 -1.781564 -0.04 0.26 -0.65 -0.557
H -0.148318 2.322077 -0.551376 0.62 -0.04 0.52 0.298
H 0.897972 -0.398873 0.544977 0.33 1.53 0.08 0.209
H 1.124839 1.402663 2.516657 -0.90 -0.44 -0.37 0.216
H -0.327652 0.535487 2.351657 0.72 0.51 -0.43 0.288
H 0.121100 1.251153 -2.605949 0.24 -0.01 1.00 0.231
H -0.153530 -0.204577 -1.834218 0.54 0.44 0.77 0.330
O -0.862134 -1.726523 -1.353442 -0.04 -1.23 1.44 -0.716
C -0.836247 -2.224438 -0.175436 -0.21 1.23 0.26 0.017
O -1.084353 -1.649273 0.924406 0.13 -0.69 -1.17 -0.613
H -0.522967 -3.303947 -0.047705 -0.14 0.27 -0.48 0.321
```
Forces are in eV/Å.

Properties
Total charge ... -1
Gap between HOMO and LUMO ... 8.2779 eV


(3)
ORCA calculation (ωB97M-V with the def2-TZVPD basis set) on a structure of composition C4H9N2O2.

```
17
Properties=species:S:1:pos:R:3:forces:R:3:mulliken_charge:R:1
C 0.115535 -0.099336 0.761121 -0.58 0.16 0.17 -0.424
N 0.270156 1.305432 0.983215 0.09 0.06 0.17 -0.364
C 1.676355 1.883345 0.895036 -0.11 0.44 0.04 -0.159
O 1.649452 3.171600 0.622007 -0.04 0.06 -0.14 -0.863
C 0.139565 -0.590125 -0.696854 1.34 0.35 -1.44 -0.687
N -0.342358 -1.976802 -0.801747 -0.66 1.63 1.50 -0.396
C -1.591058 -2.035856 -1.004994 2.71 -6.50 -1.66 -0.138
O -2.409454 -1.213553 -1.670634 -0.42 2.03 1.91 -0.481
H 0.872881 -0.617017 1.359285 -0.08 -0.14 -0.14 0.242
H -0.871404 -0.413158 1.143542 0.01 -0.14 0.22 0.343
H -0.308478 1.897406 0.394794 0.13 -0.10 -0.08 0.232
H 2.217019 1.269425 0.116006 0.12 -0.16 0.15 0.049
H 2.139625 1.657075 1.899138 -0.03 -0.32 -0.22 0.140
H 1.158861 -0.502473 -1.087320 -0.01 -0.29 0.17 0.365
H -0.414163 0.105918 -1.343670 -0.20 -0.04 0.29 0.373
H -2.251050 -0.829657 -0.753987 -2.15 3.01 -0.87 0.393
H -2.051485 -3.012223 -0.814936 -0.11 -0.06 -0.06 0.377
```
Forces are in eV/Å.

Properties
Total charge ... -1
Gap between HOMO and LUMO ... 5.6549 eV


(4)
ORCA calculation (ωB97M-V with the def2-TZVPD basis set) on a cluster of 2 separate species, C12H20N2O in total.

```
35
Properties=species:S:1:pos:R:3:forces:R:3:mulliken_charge:R:1
C 1.714879 -0.345092 -0.899346 0.00 -0.17 -0.48 -0.781
C 2.570944 1.184077 0.909123 0.03 0.09 0.15 -0.397
C 2.924392 -0.956376 -0.951678 -0.43 0.21 0.07 -0.363
C 3.797739 0.357481 0.862148 0.27 -0.78 -0.63 -0.912
C 1.463408 0.745444 -0.010688 0.11 -0.09 0.24 -0.482
C 3.991610 -0.626900 -0.052643 -0.22 1.02 0.91 0.900
C 0.251701 1.296541 0.115013 -0.03 0.24 0.15 0.656
C -1.016369 -1.441147 1.910946 0.15 -0.15 0.50 -1.084
C -1.824534 2.412796 0.472829 -0.91 0.14 0.42 -0.923
C -0.184095 3.313673 -1.085734 0.30 0.77 -0.78 -0.903
C -2.465819 -2.756995 -1.316084 -0.50 -0.23 -1.23 -0.810
C -1.546542 -1.495215 0.550576 -0.17 -0.32 -0.06 0.586
N -0.518948 2.263760 -0.136134 0.45 -0.48 0.03 0.084
N -1.900863 -2.588986 -0.010541 0.34 -0.01 0.77 -0.055
O 5.151749 -1.288103 -0.066818 0.44 -0.41 -0.15 -0.514
H 0.932258 -0.631556 -1.585593 -0.02 -0.09 -0.13 0.558
H 2.849563 2.205748 0.614200 -0.08 0.09 -0.02 0.367
H 3.089598 -1.736475 -1.681431 -0.04 -0.10 -0.12 0.360
H 4.577555 0.587992 1.569321 0.14 0.04 0.08 0.467
H -1.786424 -1.041348 2.578196 -0.08 0.06 -0.03 0.353
H -0.734500 -2.423265 2.286946 0.02 -0.01 0.00 0.418
H -0.170936 -0.758537 1.977930 0.01 -0.01 -0.10 0.196
H -2.006058 1.631331 1.205898 0.11 -0.02 -0.04 0.291
H -2.601640 2.398884 -0.292744 0.08 -0.03 -0.05 0.374
H -1.879443 3.379102 0.975017 0.07 -0.03 -0.01 0.355
H -0.402590 4.288737 -0.650926 0.01 -0.08 0.06 0.335
H -0.790164 3.198421 -1.987221 -0.02 -0.03 0.11 0.363
H 0.866852 3.265290 -1.361360 -0.05 -0.08 0.09 0.356
H -3.388530 -3.335059 -1.244229 0.02 0.11 0.08 0.341
H -2.677044 -1.798622 -1.786365 0.05 0.00 0.12 0.319
H -1.779392 -3.327960 -1.944678 0.02 0.07 0.08 0.333
H -1.678631 -0.573564 -0.009348 -0.08 -0.12 -0.12 0.143
H 2.228574 1.277838 1.945174 -0.04 0.03 -0.12 0.464
H -1.786326 -3.463217 0.507559 0.07 0.26 0.08 0.296
H 5.228242 -1.915389 -0.798191 -0.03 0.10 0.11 0.306
```
Forces are in eV/Å.

Properties
Total charge ... +2
Gap between HOMO and LUMO ... 7.1544 eV